Density functional theory data (the ωB97M-V functional and the def2-TZVPD basis) for C29H25BrF12MnN3O3 as an isolated structure at a distorted geometry.

## Properties
Energy relative to the best compared isomer or geometry (same formula, charge and spin)   0.1053 eV
2S+1   2
Total charge   +1
Orbital gap (spin up / spin down)   7.951 / 8.084 eV
DFT total energy   -6433.29695 Ha

Each line ends with the Mulliken spin population.
Positions of all 74 atoms, in Å:
Mn1 -0.175 -1.187 -0.295  1.036
C1 4.143 3.729 -2.604  0.000
C2 3.058 2.962 -1.890  0.000
C3 1.791 3.495 -1.698  -0.001
C4 0.818 2.764 -1.045  -0.008
C5 1.076 1.490 -0.569  0.007
N1 -0.036 0.774 0.064  -0.068
C6 -0.525 1.243 1.379  -0.012
C7 -0.084 2.483 1.820  -0.002
C8 -0.502 3.034 3.016  -0.001
C9 -1.388 2.355 3.830  0.001
C10 -1.910 2.935 5.119  0.000
C11 -1.766 1.083 3.425  0.002
C12 -1.346 0.483 2.241  0.008
C13 -1.765 -0.991 2.075  0.027
O1 -1.240 -1.654 0.972  -0.038
C14 -1.208 -1.829 3.288  -0.006
F1 -1.310 -3.138 3.034  0.000
F2 -1.847 -1.579 4.435  0.000
F3 0.086 -1.546 3.456  0.000
C15 -3.352 -1.168 1.987  -0.007
F4 -4.011 -0.084 2.402  0.000
F5 -3.719 -1.392 0.718  0.000
F6 -3.776 -2.202 2.715  0.000
C16 2.329 0.913 -0.779  0.018
C17 3.301 1.675 -1.420  -0.001
C18 2.608 -0.523 -0.342  -0.011
O2 1.528 -1.359 -0.632  0.000
C19 3.777 -1.188 -1.134  0.005
F7 3.633 -0.975 -2.450  0.000
F8 3.785 -2.506 -0.945  0.000
F9 4.961 -0.700 -0.746  0.000
C20 2.962 -0.546 1.185  0.003
F10 3.775 0.467 1.492  0.001
F11 1.842 -0.404 1.907  0.000
F12 3.542 -1.687 1.560  0.000
H1 3.812 4.732 -2.870  0.000
H2 4.434 3.212 -3.519  0.000
H3 5.035 3.815 -1.980  0.000
H4 1.561 4.495 -2.051  0.000
H5 -0.159 3.202 -0.884  0.000
H6 0.628 3.039 1.235  0.000
H7 -0.127 4.009 3.307  0.000
H8 -1.549 3.951 5.274  0.000
H9 -1.600 2.328 5.973  0.000
H10 -3.002 2.954 5.114  0.000
H11 -2.410 0.530 4.092  0.000
H12 4.293 1.270 -1.558  0.000
O3 1.148 -6.691 -2.356  0.001
C21 0.615 -5.524 -1.998  0.004
C22 -0.116 -5.332 -0.829  -0.001
C23 -0.570 -4.072 -0.551  0.008
N2 -0.360 -3.004 -1.347  -0.007
C24 0.300 -3.225 -2.498  -0.003
Br1 0.523 -1.808 -3.720  0.001
C25 0.802 -4.447 -2.862  -0.002
H13 0.964 -7.378 -1.705  0.000
H14 -0.319 -6.148 -0.146  0.000
H15 -1.128 -3.872 0.355  -0.001
H16 1.331 -4.578 -3.795  0.000
C26 -2.868 -0.368 -2.176  0.005
C27 -2.051 0.818 -1.652  -0.010
C28 -1.536 1.639 -2.845  0.003
C29 -2.901 1.692 -0.732  0.000
N3 -0.913 0.217 -0.899  0.057
H17 -3.839 0.000 -2.510  0.000
H18 -3.034 -1.115 -1.404  -0.001
H19 -2.370 -0.841 -3.022  0.000
H20 -2.291 1.605 -3.633  0.000
H21 -0.609 1.225 -3.243  -0.001
H22 -1.373 2.684 -2.587  0.000
H23 -3.706 2.129 -1.327  0.000
H24 -2.321 2.512 -0.299  0.000
H25 -3.350 1.115 0.076  -0.001